1.
{
  "formula": "C23H55N3O2P4Sc",
  "method": "the ωB97M-V functional and the def2-TZVPD basis",
  "total_charge": 3,
  "multiplicity": 1,
  "homo_energy_ha": [-0.61861, -0.61853],
  "homo_lumo_gap_ev": [4.791, 5.744],
  "relative_energy_ev": 4.289,
  "species": ["Sc", "P", "P", "P", "H", "C", "C", "H", "C", "C", "C", "C", "C", "C", "C", "C", "C", "H", "H", "H", "H", "H", "H", "H", "H", "H", "H", "H", "H", "H", "H", "H", "H", "H", "H", "H", "H", "H", "H", "H", "H", "H", "H", "H", "H", "H", "C", "C", "C", "C", "C", "C", "O", "H", "H", "H", "H", "H", "H", "C", "N", "C", "P", "O", "N", "C", "C", "N", "C", "C", "H", "H", "H", "H", "H", "H", "H", "H", "H", "H", "H", "H", "H", "H", "H", "H", "H", "H"],
  "positions_angstrom": [[-0.396, -0.101, -0.533], [-1.637, -2.529, 0.017], [1.550, -1.795, 1.500], [1.527, -2.430, -1.552], [-0.803, 3.838, -2.558], [-1.113, 3.188, -3.395], [-2.218, 2.452, -3.291], [-2.867, 2.413, -2.394], [-3.179, -2.011, 0.818], [-1.310, -4.039, 1.038], [-2.270, -3.362, -1.485], [3.175, -0.916, 1.529], [1.046, -1.379, 3.227], [2.179, -3.474, 1.950], [1.123, -2.628, -3.333], [1.985, -4.220, -1.325], [3.205, -1.684, -1.746], [-0.605, 3.308, -4.359], [-2.597, 1.927, -4.162], [-3.337, -0.940, 0.655], [-3.130, -2.209, 1.894], [-4.010, -2.569, 0.380], [-1.079, -3.748, 2.074], [-0.489, -4.647, 0.626], [-2.240, -4.636, 1.043], [-2.443, -2.618, -2.275], [-3.222, -3.844, -1.229], [-1.551, -4.110, -1.846], [3.465, -0.648, 2.558], [3.107, -0.006, 0.928], [3.959, -1.552, 1.105], [1.944, -1.225, 3.841], [0.471, -2.206, 3.673], [0.403, -0.490, 3.275], [3.244, -3.388, 2.202], [2.058, -4.213, 1.147], [1.639, -3.844, 2.832], [1.485, -3.595, -3.699], [1.571, -1.833, -3.938], [0.039, -2.576, -3.461], [2.281, -4.635, -2.301], [1.113, -4.780, -0.956], [2.834, -4.335, -0.639], [3.467, -1.771, -2.809], [3.948, -2.227, -1.143], [3.191, -0.622, -1.467], [0.664, 0.897, -3.166], [1.902, 1.593, -3.170], [2.479, 1.854, -4.411], [1.797, 1.504, -5.597], [0.618, 0.773, -5.538], [0.210, 0.209, -4.339], [-0.111, 1.012, -2.088], [1.266, 0.431, -0.346], [2.285, 1.932, -2.185], [3.464, 2.292, -4.485], [2.177, 1.789, -6.579], [0.054, 0.587, -6.450], [-0.453, -0.665, -4.301], [0.451, 4.320, 1.796], [0.405, 2.872, 2.004], [1.713, 2.228, 2.169], [-0.961, 1.978, 2.113], [-0.815, 0.749, 1.217], [-1.294, 1.495, 3.646], [-2.211, 0.399, 4.010], [-1.017, 2.391, 4.779], [-2.119, 3.013, 1.528], [-2.060, 3.232, 0.065], [-3.498, 2.875, 2.005], [1.096, 4.573, 0.931], [0.877, 4.817, 2.690], [-0.586, 4.655, 1.607], [2.213, 2.611, 3.083], [1.607, 1.131, 2.271], [2.377, 2.437, 1.305], [-1.666, -0.397, 4.542], [-2.972, 0.762, 4.718], [-2.733, -0.026, 3.142], [-0.292, 1.921, 5.461], [-0.608, 3.340, 4.409], [-1.943, 2.595, 5.339], [-2.630, 2.463, -0.480], [-2.527, 4.213, -0.098], [-1.033, 3.257, -0.346], [-4.036, 2.042, 1.519], [-3.578, 2.769, 3.087], [-4.025, 3.785, 1.726]],
  "forces_ev_per_a": [[0.54, -0.22, 1.45], [-0.66, -0.99, 0.21], [2.43, -0.30, 2.19], [1.93, -0.93, -0.62], [0.09, -0.45, -0.59], [-0.94, 0.84, 0.27], [-0.30, 0.46, -0.16], [0.66, 0.05, -0.71], [-0.29, 0.42, 0.00], [0.39, 0.20, 0.00], [0.10, 0.26, -0.33], [0.20, 0.54, -0.98], [-1.71, 0.39, 0.26], [-0.50, -0.84, -0.56], [-1.05, 0.52, -0.48], [-0.19, -0.07, 0.46], [-0.03, 0.18, 0.13], [-0.06, -0.11, 0.46], [-0.02, -0.10, 0.08], [-0.22, -0.12, 0.14], [-0.04, 0.12, -0.16], [-0.03, 0.11, 0.22], [-0.02, -0.16, -0.27], [-0.33, 0.20, 0.22], [0.41, 0.24, -0.04], [-0.08, -0.30, 0.06], [0.30, -0.01, -0.20], [-0.22, 0.18, 0.04], [-0.30, -0.24, -0.39], [0.17, -0.09, 0.17], [-0.21, 0.13, 0.03], [-0.16, -0.10, -0.43], [0.14, 0.25, -0.30], [0.30, -0.11, 0.06], [-0.29, 0.05, -0.13], [0.13, 0.20, 0.45], [0.10, 0.11, -0.35], [-0.14, 0.30, 0.12], [-0.07, -0.13, 0.23], [0.07, -0.25, -0.26], [-0.09, 0.21, 0.48], [0.38, -0.02, -0.10], [-0.36, 0.00, -0.18], [0.11, 0.01, 0.38], [-0.23, 0.27, -0.18], [0.09, -0.30, -0.06], [-1.20, 0.22, 2.17], [0.82, 0.72, -0.81], [0.19, -0.39, 1.40], [0.11, 0.66, -0.05], [-0.88, -1.25, 0.11], [-0.36, 0.53, -0.85], [1.30, -1.33, -2.64], [0.41, -0.49, 0.49], [-0.17, -0.14, -0.99], [-0.04, 0.31, 0.08], [0.05, 0.02, 0.33], [0.33, -0.38, 0.10], [-0.25, 1.00, 0.04], [-0.24, 0.43, 0.14], [0.23, -0.64, -0.05], [0.30, -0.09, 0.39], [-0.22, 1.80, 0.44], [-0.34, -1.25, -0.57], [-0.17, -0.06, -0.31], [-0.05, -0.27, 0.01], [0.30, 0.24, 0.15], [0.37, -1.22, -0.16], [-0.08, 0.47, 0.29], [-0.46, 0.09, -0.25], [-0.34, -0.24, 0.36], [-0.31, -0.13, -0.44], [0.88, 0.17, 0.25], [-0.21, -0.19, -0.45], [-0.02, 0.71, -0.08], [-0.44, -0.08, 0.35], [-0.09, 0.16, -0.23], [0.18, 0.03, -0.35], [0.29, 0.16, 0.19], [-0.24, 0.20, -0.19], [-0.06, -0.22, 0.24], [0.30, -0.01, -0.26], [0.04, 0.16, 0.27], [0.11, -0.29, -0.36], [-0.43, -0.01, 0.50], [0.22, 0.11, 0.14], [0.27, 0.01, -0.12], [-0.09, 0.07, 0.08]],
  "lowdin_charge": [0.645, 0.723, 0.902, 0.818, 0.069, -0.066, -0.056, 0.047, -0.262, -0.239, -0.259, -0.255, -0.227, -0.218, -0.246, -0.240, -0.244, 0.075, 0.066, 0.030, 0.058, 0.063, 0.044, 0.034, 0.080, 0.047, 0.066, 0.052, 0.076, 0.011, 0.051, 0.081, 0.059, 0.009, 0.077, 0.014, 0.062, 0.067, 0.044, 0.029, 0.065, 0.040, 0.046, 0.063, 0.057, 0.022, -0.352, 0.032, 0.012, 0.031, -0.015, 0.016, -0.223, -0.001, 0.142, 0.131, 0.147, 0.143, 0.127, -0.072, -0.295, -0.086, 0.580, -0.407, -0.302, -0.079, -0.059, -0.296, -0.102, -0.069, 0.102, 0.104, 0.082, 0.111, 0.033, 0.097, 0.088, 0.100, 0.070, 0.102, 0.085, 0.100, 0.065, 0.118, 0.079, 0.095, 0.086, 0.101]
}



2.
{
  "formula": "C5H9NO",
  "method": "the ωB97M-V functional and the def2-TZVPD basis",
  "multiplicity": 1,
  "homo_energy_ha": -0.29384,
  "homo_lumo_gap_ev": 8.332,
  "relative_energy_ev": 5.399,
  "species": ["C", "C", "C", "O", "C", "C", "N", "H", "H", "H", "H", "H", "H", "H", "H", "H"],
  "positions_angstrom": [[2.139, -0.243, 0.314], [1.009, 0.793, 0.297], [0.074, 0.883, -0.875], [-0.779, -0.836, -0.804], [-2.117, -0.505, -0.460], [-2.229, 0.226, 0.815], [-2.375, 0.755, 1.833], [2.706, -0.212, -0.623], [2.835, -0.068, 1.142], [1.761, -1.270, 0.432], [1.451, 1.804, 0.255], [0.455, 0.781, 1.247], [0.651, 0.584, -1.772], [-0.389, -1.416, -0.131], [-2.722, -1.417, -0.407], [-2.470, 0.141, -1.261]],
  "forces_ev_per_a": [[0.04, -0.07, -0.08], [-0.08, 0.05, 0.04], [0.35, -0.07, 0.04], [0.13, -0.08, 0.16], [-0.22, -0.02, -0.04], [-0.14, 0.45, 0.85], [0.16, -0.57, -0.96], [-0.07, -0.01, 0.14], [-0.11, -0.03, -0.10], [0.04, 0.15, -0.02], [-0.04, -0.06, -0.02], [0.08, 0.04, -0.15], [-0.08, 0.05, 0.12], [-0.05, 0.12, -0.07], [0.04, 0.13, 0.00], [-0.01, -0.07, 0.09]],
  "lowdin_charge": [-0.121, -0.367, 0.027, -0.113, -0.205, -0.199, 0.165, 0.072, 0.069, 0.058, 0.117, 0.084, 0.030, 0.123, 0.131, 0.129]
}



3.
{
  "formula": "C12H17AlF4KLiN3O17PS",
  "method": "the ωB97M-V functional and the def2-TZVPD basis",
  "multiplicity": 1,
  "homo_energy_ha": -0.20412,
  "homo_lumo_gap_ev": 1.017,
  "species": ["O", "C", "O", "C", "O", "C", "N", "C", "O", "F", "C", "O", "F", "C", "F", "Al", "F", "C", "C", "C", "S", "O", "O", "C", "H", "H", "H", "H", "H", "H", "H", "H", "C", "O", "O", "O", "H", "O", "P", "O", "O", "O", "C", "N", "O", "O", "H", "H", "H", "K", "Li", "O", "H", "N", "H", "H", "H", "H"],
  "positions_angstrom": [[-0.476, -1.141, 3.698], [-1.095, -0.717, 2.656], [-2.303, 0.050, 2.529], [-3.006, -0.556, 1.424], [-4.217, -0.863, 1.352], [-1.872, -0.766, 0.297], [-2.099, -0.791, -1.158], [-1.469, 0.417, -1.788], [-2.142, 1.127, -2.578], [-0.112, 0.786, -1.534], [-1.646, -2.061, -1.789], [-2.448, -2.650, -2.565], [-0.361, -2.648, -1.619], [-0.684, -0.863, 1.099], [0.630, -1.048, 0.579], [-1.951, -3.233, 2.982], [0.137, -0.956, -3.441], [4.839, -0.816, 3.682], [5.366, 0.558, 3.263], [5.346, 0.610, 1.733], [4.036, -0.493, 1.213], [4.623, -1.597, 0.498], [2.943, 0.289, 0.670], [3.587, -1.052, 2.847], [4.621, -0.858, 4.752], [5.588, -1.583, 3.459], [4.711, 1.339, 3.668], [6.371, 0.741, 3.650], [5.139, 1.617, 1.367], [6.283, 0.246, 1.308], [3.284, -2.098, 2.813], [2.757, -0.431, 3.197], [-4.696, 0.429, -5.319], [-4.589, 1.426, -4.549], [-3.635, -0.396, -5.205], [-5.589, 0.106, -6.130], [-3.210, 0.171, -4.530], [-4.879, 2.269, -8.627], [-4.335, 3.524, -7.934], [-5.268, 3.914, -6.782], [-4.270, 4.674, -8.952], [-2.929, 3.244, -7.387], [0.188, -4.154, 6.741], [1.422, -3.359, 6.506], [1.802, -2.632, 7.409], [1.966, -3.494, 5.419], [-0.187, -3.936, 7.740], [-0.538, -3.860, 5.983], [0.452, -5.207, 6.650], [-6.321, 1.832, -4.996], [-2.092, 4.768, -6.355], [-4.732, 3.651, -12.044], [-4.971, 3.418, -11.153], [2.405, 2.611, 3.051], [2.725, 2.003, 2.288], [3.143, 3.281, 3.286], [1.565, 3.117, 2.754], [2.187, 2.040, 3.873]],
  "forces_ev_per_a": [[-2.95, 1.84, -3.51], [2.35, -0.33, -1.47], [-0.03, -2.51, 1.53], [-2.71, -0.79, -3.27], [5.70, 1.74, 1.20], [1.62, 0.09, 2.11], [3.01, -0.13, 2.44], [-0.71, 3.58, -5.65], [3.30, -3.53, 4.66], [-3.48, -1.20, 0.80], [-1.71, -3.84, -6.04], [3.92, 2.97, 4.62], [-3.21, 1.91, 1.20], [-0.29, -0.24, -1.50], [-3.99, 0.22, 2.19], [0.16, -0.06, -0.02], [-0.99, 0.23, 0.83], [0.06, -0.04, 0.14], [0.19, -0.11, 0.03], [0.38, 0.43, 0.26], [0.19, -0.77, -0.48], [-0.42, 0.59, 0.19], [0.17, 0.45, 0.36], [0.10, -0.17, 0.43], [0.03, -0.07, -0.11], [-0.11, 0.06, 0.02], [0.06, 0.00, 0.12], [-0.16, 0.07, -0.02], [0.09, -0.18, -0.25], [-0.17, 0.01, -0.06], [-0.09, 0.13, -0.14], [-0.08, -0.14, -0.02], [2.34, -3.07, -1.73], [7.97, -1.65, 2.31], [0.20, 0.26, 0.49], [0.81, -0.44, 0.37], [1.02, -0.92, -0.13], [-0.33, 0.70, -0.46], [0.73, -0.43, 1.22], [-0.21, -0.08, -0.32], [-0.41, -0.27, -0.55], [0.88, 1.46, 0.74], [-0.17, -0.14, 0.30], [0.32, 0.31, 0.16], [-0.11, -0.38, -0.70], [-0.26, 0.19, 0.50], [0.13, 0.04, -0.17], [0.13, -0.09, 0.02], [-0.04, 0.13, -0.13], [-12.25, 5.92, -1.51], [-0.94, -1.54, -0.99], [0.22, 0.30, -0.50], [-0.16, -0.25, 0.96], [-0.09, 0.18, 0.12], [-0.05, -0.35, -0.44], [-0.10, -0.07, -0.03], [0.08, -0.07, -0.05], [0.03, 0.05, -0.12]],
  "lowdin_charge": [-0.084, -0.443, 0.036, -0.312, 0.144, -0.004, 0.124, -0.307, 0.141, 0.034, -0.325, 0.141, 0.040, -0.026, 0.047, 1.095, -0.591, -0.207, -0.219, -0.221, 0.676, -0.268, -0.332, -0.234, 0.122, 0.132, 0.083, 0.124, 0.099, 0.117, 0.116, 0.084, -0.890, -0.354, 0.104, -0.108, 0.084, -0.109, -0.114, -0.298, -0.170, -0.454, 0.046, -0.442, 0.073, 0.043, 0.102, 0.062, 0.109, 1.058, 0.839, -0.170, -0.114, 0.334, 0.107, 0.160, 0.167, 0.155]
}



Values for max |F|, eV Å⁻¹, ordered as above
3.3 1.1 13.7
Values for energy, eV, ordered as above
-91138.55579 -8863.81404 -106096.18348